[1]
A molecular structure, C10H8N3O6Ru at a distorted geometry, computed with ωB97M-V/def2-TZVPD.

Atoms and positions in Å:
O: 1.59 0.58 -2.71
C: 0.41 0.40 -2.66
Ru: -1.19 1.52 -1.32
C: -2.00 1.40 0.42
O: -2.55 1.35 1.43
C: -2.25 3.25 -1.34
O: -2.87 4.22 -1.37
C: -2.55 0.38 -2.13
O: -3.40 -0.28 -2.56
C: 0.42 2.60 -0.89
O: 1.30 3.33 -0.76
H: -0.07 -0.46 -3.21
C: 1.67 -0.04 3.17
N: 1.19 -0.65 1.94
C: 1.38 -1.96 1.68
C: 0.91 -2.49 0.52
C: 0.19 -1.64 -0.35
N: 0.00 -0.35 -0.12
C: 0.54 0.18 1.03
O: 0.46 1.39 1.29
N: -0.33 -2.18 -1.48
H: 2.39 0.75 2.96
H: 2.14 -0.80 3.80
H: 0.84 0.41 3.73
H: 1.92 -2.52 2.43
H: 1.03 -3.54 0.27
H: -0.18 -3.17 -1.68
H: -0.98 -1.69 -2.08

## Properties
- Multiplicity: 6
- Energy above the lowest of the compared OMol25 structures with the same formula, charge and spin: 0.0 kJ/mol
- E_LUMO (alpha / beta): -8.129 / -11.983 eV
- Charge: +2

List of Löwdin charges in e, atom by atom: O 0.13; C -0.18; Ru 0.90; C -0.22; O 0.21; C -0.10; O 0.22; C -0.22; O 0.14; C -0.19; O 0.19; H 0.09; C 0.07; N 0.05; C 0.09; C 0.15; C -0.30; N 0.13; C -0.42; O 0.10; N 0.23; H 0.14; H 0.12; H 0.13; H 0.17; H 0.16; H 0.15; H 0.09



[2]
A gas-phase ion, C10H8NOS2 (charge -1) at a distorted geometry, computed with ωB97M-V/def2-TZVPD.

Atoms and positions in Å:
C: 2.63 1.82 -0.08
C: 2.67 0.49 -0.37
C: 1.50 2.39 0.40
C: 1.60 -0.30 -0.15
C: 0.37 1.54 0.73
C: 0.43 0.15 0.45
C: -1.82 -0.72 -1.59
C: -3.35 -0.03 0.06
C: -0.72 -0.74 0.63
C: -0.53 -2.26 0.38
N: -2.88 -0.31 -1.16
O: -1.09 -1.15 -2.39
S: -4.90 0.28 0.36
S: -2.15 -0.14 1.39
H: 3.48 2.49 -0.26
H: 3.58 0.16 -0.99
H: 1.57 3.48 0.55
H: 1.58 -1.34 -0.34
H: -0.51 1.93 1.22
H: 0.31 -2.56 1.01
H: -0.30 -2.39 -0.65
H: -1.46 -2.77 0.80

## Properties
- Energy above the lowest of the compared OMol25 structures with the same formula, charge and spin: 71.3 kJ/mol
- E_LUMO: 3.263 eV
- Charge: -1

List of Löwdin charges in e, atom by atom: C -0.20; C -0.14; C -0.11; C -0.08; C -0.05; C -0.29; C -0.37; C -1.21; C -0.64; C -0.15; N 0.04; O 0.13; S 0.54; S 0.87; H 0.09; H 0.12; H 0.09; H 0.08; H 0.06; H 0.06; H 0.03; H 0.09



[3]
A molecular structure, C10H9Br2NOTi at a distorted geometry, computed with ωB97M-V/def2-TZVPD.

Atoms and positions in Å:
Ti: 1.71 -0.59 0.43
C: 4.72 -1.57 0.82
H: 4.59 -2.45 0.19
H: 5.40 -0.87 0.33
H: 5.18 -1.88 1.76
H: 3.72 -1.07 0.99
H: 2.41 0.24 1.58
Br: 0.87 2.92 -2.88
C: -0.44 1.93 -1.95
C: -1.83 2.14 -2.08
C: -2.73 1.42 -1.29
Br: -4.62 1.71 -1.48
C: -2.30 0.46 -0.34
C: -3.11 -0.29 0.53
C: -2.50 -1.15 1.43
C: -1.12 -1.31 1.47
N: -0.30 -0.61 0.64
C: -0.89 0.25 -0.26
C: 0.03 0.98 -1.03
O: 1.33 0.76 -0.80
H: -2.21 2.87 -2.78
H: -4.18 -0.16 0.45
H: -3.12 -1.73 2.12
H: -0.61 -1.99 2.16

## Properties
- Multiplicity: 3
- Energy above the lowest of the compared OMol25 structures with the same formula, charge and spin: 0.0 kJ/mol
- E_LUMO (alpha / beta): -0.833 / -0.756 eV

List of Löwdin charges in e, atom by atom: Ti 0.76; C -0.06; H 0.02; H 0.03; H 0.03; H -0.10; H -0.09; Br 0.78; C -0.59; C -0.13; C -0.59; Br 0.75; C -0.20; C -0.02; C -0.05; C -0.09; N -0.04; C -0.15; C -0.38; O -0.28; H 0.10; H 0.07; H 0.11; H 0.11



[4]
2 unconnected molecules or ions with the total composition C10H9ClNP at a distorted geometry, computed with ωB97M-V/def2-TZVPD.

Atoms and positions in Å:
C: 1.53 -3.13 0.55
C: 0.40 -2.52 1.03
C: 2.39 -2.58 -0.40
C: -1.97 3.22 -0.16
C: -2.57 2.12 -0.85
C: 0.15 -1.22 0.50
C: 2.20 -1.28 -0.84
C: -0.68 2.88 0.11
C: -1.62 1.16 -0.87
C: 1.11 -0.58 -0.36
N: -0.45 1.60 -0.31
P: 1.15 1.20 -0.61
Cl: -0.87 1.17 2.56
H: 1.52 -4.13 0.92
H: -0.17 -3.19 1.69
H: 3.17 -3.20 -0.71
H: -2.40 4.21 0.10
H: -3.49 1.98 -1.31
H: -0.78 -0.51 0.82
H: 2.96 -0.78 -1.41
H: 0.12 3.47 0.60
H: -1.70 0.10 -1.07

## Properties
- E_LUMO (alpha / beta): -2.981 / -2.953 eV

List of Löwdin charges in e, atom by atom: C -0.08; C -0.05; C -0.06; C -0.07; C -0.04; C -0.08; C -0.13; C -0.29; C -0.17; C -0.44; N -0.42; P 1.26; Cl -0.32; H 0.10; H 0.12; H 0.09; H 0.12; H 0.09; H 0.04; H 0.09; H 0.12; H 0.11



[5]
A gas-phase ion, C10H9N2O2 (charge +1) at a distorted geometry, computed with ωB97M-V/def2-TZVPD.

Atoms and positions in Å:
O: -3.72 0.83 -0.57
N: -2.75 1.43 -0.98
O: -2.67 2.39 -1.69
C: -1.51 0.95 -0.47
N: -0.09 1.30 -1.49
C: 0.90 0.60 -0.90
C: 2.25 0.59 -1.35
C: 3.12 -0.11 -0.53
C: 2.74 -1.05 0.48
C: 1.41 -1.05 0.87
C: 0.50 -0.19 0.28
C: -0.94 0.09 0.49
C: -1.74 -1.28 0.83
C: -1.52 -0.34 1.91
H: -0.34 2.00 -2.29
H: 2.40 1.11 -2.29
H: 4.15 0.03 -0.76
H: 3.46 -1.52 1.11
H: 1.09 -1.85 1.47
H: -1.05 -2.22 0.79
H: -2.61 -1.31 0.15
H: -2.32 0.17 2.40
H: -0.74 -0.57 2.54

## Properties
- Energy above the lowest of the compared OMol25 structures with the same formula, charge and spin: 539.8 kJ/mol
- E_LUMO (alpha / beta): -6.669 / -6.144 eV
- Charge: +1
- SMILES: O=[N+]([O-])C1=[NH+]c2ccccc2C12CC2

List of Löwdin charges in e, atom by atom: O 0.14; N -0.38; O 0.14; C 0.14; N 0.23; C -0.20; C 0.02; C -0.03; C 0.00; C -0.02; C -0.07; C -0.22; C 0.04; C 0.02; H 0.20; H 0.13; H 0.11; H 0.12; H 0.11; H 0.16; H 0.13; H 0.14; H 0.09